[1]
The following is a quantum chemistry calculation of C19H19F5N2O4S2TeTi as an isolated structure, from the OMol25 dataset.

Summary:
Frontier orbital gap, eV: 6.794
Total charge: +2
HOMO level, eV: -14.7

Geometry as XYZ:
```
53
Properties=species:S:1:pos:R:3:forces:R:3
Ti 0.2441 -0.2764 1.2825 0.628 -1.240 0.975
O -0.7665 1.7872 -1.1572 0.628 0.550 -0.529
S 0.4891 1.6071 -0.4972 -0.068 -0.322 -1.195
O 0.3813 1.6980 0.9900 0.362 0.767 -0.290
N 0.8626 0.0128 -0.4555 0.243 0.986 -0.120
C 0.9686 -1.0383 -1.3449 0.055 -1.197 -1.079
C 1.3750 -1.0232 -2.6628 -0.156 0.159 0.766
C 1.5182 -2.2354 -3.3585 -0.106 -0.360 -0.030
C 1.2479 -3.4413 -2.7646 0.035 0.234 -0.122
C 0.7989 -3.4951 -1.4269 -0.092 0.568 0.378
C 0.4740 -4.6817 -0.7387 -0.053 0.299 0.226
C 0.0841 -4.6067 0.5779 0.005 0.135 -0.103
C -0.0047 -3.3636 1.2159 -0.090 -0.247 0.273
N 0.2666 -2.2180 0.5977 0.329 -0.467 -0.634
C 0.6616 -2.2780 -0.7117 0.370 -0.054 -0.928
C 1.8181 2.5842 -1.1093 -0.561 -0.385 0.417
C 1.8674 2.8604 -2.4659 -0.121 0.003 -0.226
C 2.9673 3.5435 -2.9577 -0.150 -0.125 0.044
C 3.9733 3.9483 -2.0899 -0.048 -0.003 0.057
C 3.8932 3.6835 -0.7286 -0.130 -0.093 0.030
C 2.8064 2.9857 -0.2256 0.176 0.009 0.299
H 1.6136 -0.0899 -3.1479 0.036 0.110 -0.069
H 1.8488 -2.2059 -4.3857 0.041 -0.014 -0.046
H 1.3828 -4.3653 -3.3040 -0.020 -0.084 -0.109
H 0.5259 -5.6305 -1.2508 0.066 -0.125 -0.022
H -0.1564 -5.4963 1.1369 -0.040 -0.049 0.075
H -0.3044 -3.3199 2.2594 0.061 0.122 -0.158
H 1.0482 2.5606 -3.0994 -0.056 -0.010 -0.224
H 3.0379 3.7550 -4.0133 -0.022 0.066 -0.062
H 4.8220 4.4898 -2.4769 0.104 0.040 -0.044
H 4.6762 4.0144 -0.0633 0.010 0.029 0.050
H 2.7064 2.7741 0.8296 0.117 0.003 0.051
F 2.8205 -0.8720 4.5688 -1.148 0.977 -1.184
Te 1.4644 0.1618 3.7544 -1.114 0.336 7.035
F -0.2541 1.0530 3.3489 1.744 -0.652 -0.639
F 2.2015 1.8642 4.0697 -0.430 -1.688 -0.582
F 0.1073 -1.3310 3.4022 1.396 1.004 -0.503
F 0.7167 0.1510 5.4876 0.683 0.057 -1.498
O 1.9673 -0.1633 2.0787 0.788 0.249 -0.482
O -1.5081 -0.1546 1.0994 -2.439 0.104 0.034
S -2.4926 1.0644 1.2911 -1.412 -0.019 -0.026
C -3.9033 0.2734 2.1519 -0.050 -0.099 0.060
C -4.8764 -0.2102 1.0840 0.023 0.051 -0.129
C -4.8605 0.8629 0.0027 -0.011 -0.197 0.245
C -3.3887 1.0976 -0.3033 -0.124 0.245 -0.326
H -4.3498 1.0457 2.7770 0.118 0.120 0.059
H -3.5055 -0.5195 2.7853 0.140 0.162 0.072
H -5.8723 -0.3605 1.5016 0.098 -0.017 0.066
H -4.5296 -1.1588 0.6715 -0.060 -0.054 0.003
H -5.3302 1.7792 0.3644 -0.014 0.006 -0.030
H -5.3933 0.5452 -0.8936 0.086 0.071 -0.031
H -3.1889 2.0428 -0.8008 0.131 -0.006 0.080
H -2.9521 0.2895 -0.8951 0.037 0.045 0.126
```
Positions in Å, forces in eV/Å.

[2]
The following is a quantum chemistry calculation of a 3-piece molecular cluster, C19H19F5NO10S overall, from the OMol25 dataset.

Summary:
Frontier orbital gap, eV: 7.846
Total charge: +1
HOMO level, eV: -11.8

Geometry as XYZ:
```
55
Properties=species:S:1:pos:R:3:forces:R:3
O -1.7518 -0.6078 -1.1676 0.063 -2.344 -0.955
S -0.9607 0.4651 -0.7044 -1.226 -0.169 0.043
O -1.7171 1.5751 -0.3061 0.029 2.316 0.845
C 0.0102 -0.1359 0.7008 0.886 0.655 0.147
C -0.3612 0.5306 2.0262 0.817 -0.184 0.149
C 0.8772 0.3152 2.9237 -0.074 -0.599 -1.011
C 1.2801 -1.1921 2.9359 -0.448 0.672 0.730
C 0.3426 -2.1200 2.1658 1.312 -0.529 0.494
N -0.0592 -1.6157 0.8108 -1.095 0.119 -0.175
C 0.2555 1.0060 -1.9996 -1.363 -0.469 0.608
F 1.0397 -0.0166 -2.2587 0.796 -1.193 -0.457
F 0.9555 1.9408 -1.4250 1.018 1.547 0.546
C -0.4395 1.5106 -3.2878 1.098 0.137 0.947
F -1.0507 0.5333 -3.8527 -0.965 -1.791 -1.058
F 0.4952 1.9849 -4.0658 1.186 0.306 -0.965
F -1.2708 2.4596 -3.0255 -1.337 1.428 0.655
H 1.0494 0.1411 0.5106 0.108 -0.081 -0.171
H -1.2614 0.1020 2.4588 -0.275 0.164 -0.111
H -0.4578 1.5928 1.8409 -0.459 0.114 0.036
H 1.6738 0.8514 2.4118 0.206 0.247 0.274
H 0.7545 0.7396 3.9112 -0.116 -0.063 0.156
H 2.3199 -1.3106 2.6559 0.090 -0.076 -0.351
H 1.2307 -1.5308 3.9672 0.044 -0.224 0.093
H -0.5194 -2.4001 2.7531 -0.536 0.382 -0.208
H 0.8801 -3.0488 2.0036 -0.060 -0.188 -0.177
H 0.4813 -2.0520 0.0631 -0.025 -0.048 0.071
H -1.0527 -1.8809 0.6625 0.001 -0.185 -0.234
C 6.3002 4.3040 -0.3163 0.009 0.078 -0.216
C 5.6518 3.4065 0.4355 0.326 0.262 0.153
C 4.5950 2.5137 -0.1418 -0.280 -0.125 -0.470
O 4.0472 1.6993 0.5905 0.049 0.100 0.224
C 4.2643 2.6605 -1.5462 -0.099 -0.203 0.300
C 4.9061 3.5603 -2.3045 -0.323 -0.257 -0.176
C 5.9846 4.4378 -1.7349 0.340 0.179 0.541
O 6.5429 5.2208 -2.4742 -0.193 -0.091 -0.251
O 4.6337 3.7302 -3.5877 0.304 0.269 0.088
O 5.9041 3.2502 1.7341 -0.305 -0.269 -0.101
H 7.0654 4.9514 0.0881 0.002 -0.017 0.019
H 3.4894 2.0202 -1.9411 0.035 0.011 -0.080
H 5.2358 4.4352 -3.9031 -0.046 -0.046 -0.046
H 5.3085 2.5417 2.0430 0.085 0.045 0.028
C -6.2522 -4.3395 0.7079 -0.135 0.057 -0.145
C -5.0234 -4.0561 1.1531 -0.214 -0.280 0.204
C -4.1725 -3.0094 0.5003 -0.130 0.459 -0.634
O -3.0564 -2.7831 0.9695 0.221 -0.176 0.244
C -4.7029 -2.3165 -0.6569 0.584 0.028 0.353
C -5.9329 -2.5972 -1.1126 0.188 0.287 -0.226
C -6.7989 -3.6271 -0.4442 -0.100 -0.454 0.448
O -7.9094 -3.8274 -0.8876 0.088 0.214 -0.215
O -6.4536 -1.9922 -2.1646 -0.257 -0.296 0.194
O -4.4837 -4.6831 2.1999 0.283 0.273 -0.129
H -6.8755 -5.0907 1.1721 0.018 0.002 0.021
H -4.0660 -1.5773 -1.1224 -0.056 0.015 -0.044
H -7.3482 -2.3721 -2.2838 0.019 0.071 -0.056
H -3.5968 -4.2967 2.3189 -0.085 -0.077 0.049
```
Positions in Å, forces in eV/Å.

[3]
The following is a quantum chemistry calculation of a single C19H19FN4O3 molecule, from the OMol25 dataset.

Summary:
Frontier orbital gap, eV: 8.201
Structure (SMILES): [H]/N=C(\N)c1cc2[nH]c(-c3cccc(OC[C@@H]4CCCO4)c3O)nc2cc1F
Total charge: 0
ΔE to the lowest compared entry with this formula, charge and spin, kcal per mole: 0.0
HOMO level, eV: -8.0

Geometry as XYZ:
```
46
Properties=species:S:1:pos:R:3:forces:R:3
H -2.4549 -1.5814 -6.9041 0.987 0.601 0.457
N -1.9110 -1.2651 -6.0813 -1.101 -0.518 2.478
C -0.7791 -0.6868 -6.2573 -3.930 -2.278 -1.237
N -0.4625 -0.5819 -7.5545 3.591 1.953 -0.864
C 0.0251 -0.2036 -5.1584 1.256 0.846 0.815
C -0.5156 -0.1534 -3.8512 -0.210 -0.218 -0.654
C 0.1879 0.4352 -2.8234 -0.030 -0.530 -0.188
N -0.0530 0.6082 -1.4829 -0.599 0.132 1.460
C 1.0320 1.2637 -0.9109 0.407 -0.120 -2.609
C 1.1538 1.7686 0.4601 -0.596 -0.941 0.476
C 2.1180 2.7269 0.7748 -0.372 0.920 0.877
C 2.1476 3.3011 2.0469 -0.133 -0.130 0.263
C 1.2847 2.8346 3.0613 0.926 0.249 -0.529
C 0.4851 1.7436 2.8041 -0.503 0.070 -0.432
O -0.3195 1.2323 3.7993 -0.167 0.187 -0.571
C -0.0150 -0.0829 4.2299 -0.431 -0.166 1.059
C -1.3406 -0.7571 4.6206 0.778 -0.539 -0.037
C -1.0372 -2.1530 5.1885 -0.345 0.473 1.366
C -1.0302 -3.0172 3.9682 -0.028 -0.524 -0.642
C -2.0521 -2.3545 3.0477 -0.707 -0.929 0.394
O -2.0978 -0.9918 3.4312 -0.156 0.841 -0.087
C 0.3242 1.2597 1.4889 0.612 0.305 -0.096
O -0.6108 0.3002 1.2153 -0.492 0.315 1.084
N 1.9541 1.4790 -1.8504 -0.042 0.037 0.903
C 1.4637 0.9462 -3.0255 0.317 0.285 0.398
C 2.0697 0.8497 -4.2640 -0.989 -0.731 -1.378
C 1.3411 0.2783 -5.3500 0.526 1.270 2.787
F 1.9684 0.3185 -6.5447 -0.208 -0.306 -0.231
H -0.8811 -1.2567 -8.1635 0.305 0.052 -0.203
H 0.5024 -0.2587 -7.6643 -0.653 -0.512 -1.089
H -1.4917 -0.5890 -3.7029 -0.155 0.027 -0.126
H -0.8570 0.2794 -0.9544 0.363 0.208 -0.240
H 2.7531 3.1888 0.0366 0.010 -0.447 -0.385
H 2.8582 4.1185 2.2482 -0.526 -0.464 -0.078
H 1.2437 3.3091 4.0399 0.129 -0.240 -0.137
H 0.6129 -0.0061 5.1418 -0.042 -0.147 -0.518
H 0.4805 -0.6967 3.4558 -0.063 0.407 0.242
H -1.9298 -0.1431 5.3141 0.211 0.033 -0.321
H -1.8120 -2.4443 5.9330 0.391 0.102 -0.592
H -0.0748 -2.1676 5.7167 -0.227 0.009 -0.079
H -0.0581 -2.9870 3.4993 0.410 0.029 -0.167
H -1.2351 -4.0667 4.1657 -0.184 -0.015 0.008
H -1.7686 -2.4297 1.9948 -0.190 0.009 0.073
H -3.0646 -2.8057 3.2186 0.695 0.361 -0.354
H -1.2231 0.2320 2.0088 0.651 -0.158 -0.904
H 3.0688 1.2061 -4.3666 0.516 0.190 -0.393
```
Positions in Å, forces in eV/Å.

[4]
The following is a quantum chemistry calculation of C19H19IN2O2Os as an isolated structure, from the OMol25 dataset.

Summary:
Frontier orbital gap (spin up / spin down), eV: 5.828 / 5.663
Total charge: +2
ΔE to the lowest compared entry with this formula, charge and spin, kcal per mole: 26.1
HOMO level (spin up / spin down), eV: -14.8 / -14.8

Geometry as XYZ:
```
44
Properties=species:S:1:pos:R:3:forces:R:3
Os 1.3834 -0.5679 0.2611 -1.335 3.274 0.801
O 1.5471 1.6122 3.6828 -0.202 -0.523 -0.090
C 1.4404 1.2877 2.5441 0.549 2.126 -0.365
O 1.1539 0.0796 2.0916 0.155 -2.729 -0.494
C 1.5850 2.2735 1.3987 0.000 -0.222 0.272
C 1.6338 3.6507 1.6020 0.113 -0.008 -0.151
C 1.6737 4.4643 0.4960 -0.003 0.057 -0.009
C 1.6402 3.9138 -0.8009 0.002 -0.432 0.136
C 1.5969 4.6889 -1.9817 0.044 0.086 -0.091
C 1.5217 4.0913 -3.2083 0.004 0.221 0.044
C 1.4783 2.6880 -3.3218 0.010 -0.140 0.242
C 1.5152 1.9044 -2.2012 -0.022 -0.026 0.007
C 1.6079 2.4965 -0.9254 -0.094 0.076 -0.517
N 1.5989 1.7275 0.1952 -0.399 -2.163 -0.044
H 1.6320 4.0354 2.6115 0.007 -0.043 0.028
H 1.7103 5.5405 0.6097 -0.018 0.013 0.010
H 1.6165 5.7665 -1.8885 0.017 0.023 -0.036
H 1.4800 4.6953 -4.1035 0.022 0.033 0.000
H 1.4058 2.2284 -4.2977 -0.013 0.011 -0.017
H 1.4385 0.8262 -2.2631 0.070 0.056 -0.102
I 2.7135 -1.7917 -1.4965 -0.030 0.087 0.306
C -1.9309 -4.3924 1.5530 -0.448 -0.184 0.199
N -0.5892 -4.0341 1.0178 0.044 -0.075 -0.117
C 0.1626 -3.2179 2.0030 0.211 0.282 0.312
C -0.6663 -3.3960 -0.3539 -0.117 0.477 -0.364
C -1.3115 -2.0289 -0.3609 0.002 -0.409 0.276
C -2.6874 -1.9743 -0.5582 0.146 -0.023 -0.005
C -3.3778 -0.7691 -0.5537 0.038 0.105 0.043
C -2.6816 0.4145 -0.3770 -0.091 -0.031 0.014
C -1.3039 0.3865 -0.2309 -0.013 0.073 -0.080
C -0.6040 -0.8239 -0.1930 1.065 0.490 -0.097
H -1.8185 -4.9311 2.4912 0.135 0.018 -0.017
H -2.4578 -5.0270 0.8441 0.096 0.018 -0.075
H -2.5073 -3.4886 1.7316 0.104 0.071 -0.044
H -0.0741 -4.9073 0.8842 -0.027 0.008 0.035
H -0.3503 -2.2727 2.1692 -0.078 -0.052 -0.080
H 1.1800 -3.0365 1.6470 -0.026 -0.100 -0.086
H 0.2206 -3.7454 2.9528 0.005 -0.104 -0.068
H -1.2529 -4.0616 -0.9858 0.065 -0.129 0.117
H 0.3413 -3.3435 -0.7638 0.051 -0.156 0.197
H -3.2320 -2.8955 -0.7249 -0.019 -0.011 -0.026
H -4.4500 -0.7592 -0.6919 -0.012 -0.004 -0.024
H -3.1985 1.3637 -0.3643 -0.036 0.006 -0.045
H -0.7833 1.3291 -0.1398 0.028 -0.045 0.005
```
Positions in Å, forces in eV/Å.

Which formula does entry 3 have? C19H19FN4O3

What is the total charge in the first record? +2